No. 1
2 unconnected molecules or ions with the total composition C15H20O5, computed with wB97M-V/def2-TZVPD.

The geometry in XYZ format:
```
40
Properties=species:S:1:pos:R:3
C 3.09181 0.72888 0.47466
C 2.56397 0.30561 -0.89820
C 1.53797 1.25263 -1.56193
C 0.92255 2.32970 -0.66230
C -0.28803 3.03637 -1.31547
C -1.60057 2.79705 -0.56933
C -2.22926 1.44363 -0.75469
C -2.02268 0.61959 -1.78927
C -2.70901 -0.68194 -1.91348
O -2.62465 -1.35299 -2.92483
C -3.51128 -1.14600 -0.75785
C -3.74768 -0.33928 0.27665
C -3.21924 1.04381 0.29272
O -3.59597 1.83976 1.12608
H 3.88849 0.05597 0.79031
H 3.47305 1.74976 0.46476
H 2.31356 0.64969 1.23386
H 3.41907 0.18937 -1.56833
H 2.12997 -0.69132 -0.79505
H 2.01148 1.75788 -2.40690
H 0.72535 0.65535 -1.98095
H 1.68707 3.08161 -0.45353
H 0.63550 1.91556 0.30548
H -0.11852 4.11388 -1.34793
H -0.34796 2.72162 -2.35969
H -2.34231 3.56750 -0.79732
H -1.41224 2.90473 0.50230
H -1.36669 0.86064 -2.61566
H -3.93036 -2.14344 -0.81831
H -4.36641 -0.64548 1.11155
O 3.39107 -1.95347 2.65092
C 2.37866 -2.53346 2.44317
O 1.30994 -2.01211 1.78943
C 0.37771 -3.06369 1.52414
C 0.73700 -4.08507 2.58746
O 2.12157 -3.80942 2.81691
H -0.63723 -2.68375 1.60614
H 0.54824 -3.43675 0.51268
H 0.18948 -3.92732 3.51814
H 0.61658 -5.11507 2.26365
```

Output
Gap between HOMO and LUMO in eV: 8.77
Total charge: 0
SMILES: CCCCCCC1=CC(=O)C=CC1=O.O=C1OCCO1
Largest force on an atom in eV/Å: 0.4
Energy relative to the best compared isomer or geometry (same formula, charge and spin) in kcal/mol: 13.0



No. 2
A single C15H20O6S molecule, computed with wB97M-V/def2-TZVPD.

The geometry in XYZ format:
```
42
Properties=species:S:1:pos:R:3
C -0.47393 -0.05814 3.74734
C 0.53552 0.22973 2.65967
C 1.72644 -0.49334 2.62841
C 2.69649 -0.25306 1.66234
C 2.47655 0.72931 0.70634
C 1.28543 1.44369 0.71477
C 0.30850 1.21001 1.68253
C -0.94433 2.05764 1.70980
C -2.10311 1.64640 0.80308
O -2.45889 2.56314 -0.25272
C -3.47850 1.92971 -0.90305
O -4.27694 2.45838 -1.60513
O -3.44607 0.59911 -0.62401
C -2.15381 0.34237 0.03088
C -1.13502 0.09658 -1.09112
C -0.61273 -1.34791 -1.10452
C -0.24776 -1.86960 -2.51302
C 1.19698 -2.36793 -2.65506
S 2.30933 -1.08191 -3.16492
O 3.62800 -1.62360 -3.28407
O 1.72782 -0.34329 -4.23895
O 2.26248 -0.09538 -1.90381
H -1.42916 -0.36579 3.32192
H -0.09865 -0.85077 4.39161
H -0.62680 0.81891 4.37750
H 1.91399 -1.25196 3.37861
H 3.62725 -0.80510 1.66515
H 3.23140 0.96598 -0.03292
H 1.12751 2.23473 -0.00982
H -1.35800 2.03132 2.71554
H -0.67342 3.09945 1.52964
H -2.99238 1.59344 1.44086
H -2.25752 -0.53304 0.66910
H -0.31005 0.80485 -1.06730
H -1.65675 0.26202 -2.03418
H 0.22827 -1.45328 -0.41414
H -1.41927 -1.98291 -0.73045
H -0.43068 -1.11279 -3.27484
H -0.89576 -2.71344 -2.75109
H 1.56153 -2.74325 -1.69674
H 1.31051 -3.15731 -3.39672
H 2.32553 -0.61299 -1.08648
```

Output
Gap between HOMO and LUMO in eV: 10.14
Total charge: 0
SMILES: Cc1ccccc1C[C@H]1OC(=O)O[C@H]1CCCCS(=O)(=O)O
Largest force on an atom in eV/Å: 0.6
Energy relative to the best compared isomer or geometry (same formula, charge and spin) in kcal/mol: 0.0



No. 3
A molecular structure, C15H21AlClF2O3Si, computed with wB97M-V/def2-TZVPD.

The geometry in XYZ format:
```
44
Properties=species:S:1:pos:R:3
C -5.61503 2.21405 -0.66490
C -5.87730 1.50445 -2.14986
C -4.58462 0.46280 -2.35320
Cl -5.05859 -1.10723 -1.49138
O -3.42050 1.16264 -1.79030
C -2.40811 0.23773 -1.25890
O -2.37414 -0.08102 0.06503
O -1.31353 -0.37786 -2.07252
C -0.09221 0.48923 -1.98674
F 0.13417 1.00618 -3.37809
F -0.27490 1.68095 -1.12778
C 1.25200 -0.36360 -1.56472
C 0.92947 -1.56424 -0.45428
Si 2.43580 -1.89035 0.70100
C 2.06375 -3.50620 1.69761
C 4.06601 -2.25726 -0.32558
C 2.87984 -0.37641 1.84121
C 1.97235 1.01079 1.82767
C 2.48515 2.23980 2.80881
C 3.80582 2.09792 3.76966
C 4.68136 0.71189 3.75854
C 4.23332 -0.54673 2.80745
H -4.81709 3.08226 -0.70658
H -5.33973 1.36164 0.11018
H -6.60405 2.71839 -0.23115
H -5.93661 2.30698 -3.00241
H -6.90556 0.94790 -2.08234
H -4.53014 0.24504 -3.50135
H 2.06826 0.39568 -1.14203
H 1.69130 -0.91544 -2.52100
H -0.05792 -1.28372 0.10680
H 0.74911 -2.56504 -1.06871
H 2.70450 -4.38141 1.22044
H 0.92181 -3.83122 1.60208
H 2.31131 -3.43038 2.84049
H 4.84709 -2.66661 0.46325
H 3.88185 -2.99646 -1.22156
H 4.46561 -1.19407 -0.66809
H 1.00688 1.11830 1.15056
H 1.84488 3.23252 2.76852
H 4.17414 2.98338 4.46004
H 5.66764 0.55919 4.40855
H 4.83206 -1.57168 2.78116
Al -6.89543 3.13721 -4.42561
```

Output
Gap between HOMO and LUMO in eV: 3.34
Total charge: +3
Largest force on an atom in eV/Å: 9.7
Energy relative to the best compared isomer or geometry (same formula, charge and spin) in kcal/mol: 287.5



No. 4
A molecular structure, C15H21AuN5OSSe2, computed with wB97M-V/def2-TZVPD.

The geometry in XYZ format:
```
46
Properties=species:S:1:pos:R:3
Au 0.11020 -0.37495 0.07388
C 1.42118 -1.46067 3.08578
Se -0.02894 -0.30206 2.50934
C 0.73782 1.44886 2.89767
C 1.97742 1.70751 2.08382
Se 1.58588 1.56037 0.16578
C 3.30766 0.85935 -0.40190
H 1.50438 -1.33355 4.16435
H 2.35383 -1.21686 2.58742
H 1.12578 -2.48241 2.85881
H 0.95110 1.44944 3.96848
H -0.06867 2.14465 2.68217
H 2.79514 1.02658 2.30859
H 2.33108 2.73065 2.22609
H 4.02886 1.66754 -0.28391
H 3.21561 0.59681 -1.45309
H 3.59038 -0.00150 0.19742
N -0.37495 -1.90815 -3.68734
C 0.30691 -0.81363 -4.21019
C 0.65991 -0.50406 -5.51927
C 1.31662 0.69106 -5.70868
C 1.59159 1.55519 -4.63343
C 1.23905 1.23992 -3.33875
C 0.60020 0.01914 -3.12890
N 0.09298 -0.60175 -1.98031
C -0.47944 -1.74147 -2.37289
C -1.14846 -2.57517 -1.38946
C -1.85177 -3.73056 -1.48937
S -2.47969 -4.17259 0.03464
C -1.74238 -2.83924 0.75174
N -1.09156 -2.07508 -0.09967
H -0.73238 -2.68697 -4.22229
H 0.42772 -1.16262 -6.34533
H 1.61502 0.98103 -6.70651
H 2.07964 2.49893 -4.83410
H 1.41270 1.95304 -2.54273
H -2.04993 -4.33008 -2.36462
H -1.83619 -2.62377 1.80620
N -3.55696 1.97366 0.13382
C -2.38063 2.53624 0.46840
N -2.34393 3.87232 0.57159
O -1.35130 1.83795 0.66190
H -4.40473 2.51136 0.05982
H -3.64674 0.97711 0.20225
H -3.15338 4.45258 0.42755
H -1.46826 4.32963 0.74907
```

Output
Gap between HOMO and LUMO in eV: 5.98
Total charge: +3
Largest force on an atom in eV/Å: 0.2



No. 5
2 unconnected molecules or ions with the total composition C15H21Br2NO2, computed with wB97M-V/def2-TZVPD.

The geometry in XYZ format:
```
41
Properties=species:S:1:pos:R:3
C -4.12938 4.60572 0.35905
C -2.72608 4.35215 -0.09348
Br -1.82428 5.83245 -0.86169
C -2.07608 3.19734 -0.03920
Br -2.98613 1.67315 0.62023
C -0.68650 2.96314 -0.47600
C -0.34451 2.06410 -1.39707
C 1.07724 1.86193 -1.78297
O 1.44104 0.85087 -2.33957
C 2.02361 2.95682 -1.43394
C 1.70690 3.83461 -0.48858
C 0.40791 3.72290 0.23053
O 0.25558 4.15652 1.34497
H -4.82243 3.95017 -0.17103
H -4.41638 5.63666 0.17412
H -4.22150 4.39258 1.42606
H -1.08028 1.42869 -1.87660
H 2.97663 2.96905 -1.94863
H 2.38152 4.61617 -0.16339
C 1.77666 -4.56912 -1.19832
C 1.45663 -3.14684 -0.76571
N 0.16715 -3.03067 -0.10463
C -0.28522 -1.65804 0.03749
C 0.52938 -0.71755 0.93113
C -0.03126 -3.89167 1.05047
C 0.97106 -3.77980 2.20641
H 0.97146 -4.97401 -1.81307
H 2.69688 -4.57762 -1.78379
H 1.92586 -5.23536 -0.34760
H 1.41430 -2.50593 -1.65051
H 2.29069 -2.76512 -0.15529
H -1.32032 -1.68364 0.39121
H -0.31535 -1.22910 -0.96932
H 0.38630 -0.91983 1.99207
H 0.20821 0.31032 0.75071
H 1.59487 -0.77189 0.70396
H -0.03816 -4.92673 0.70108
H -1.04087 -3.69919 1.42292
H 2.00014 -3.76548 1.84362
H 0.86920 -4.64284 2.86714
H 0.81548 -2.88490 2.80722
```

Output
Gap between HOMO and LUMO in eV: 6.53
Total charge: 0
SMILES: C/C(Br)=C(\Br)C1=CC(=O)C=CC1=O.CCN(CC)CC
Largest force on an atom in eV/Å: 0.2



No. 6
A molecular structure, C15H21BrClN3O9P2S, computed with wB97M-V/def2-TZVPD.

The geometry in XYZ format:
```
53
Properties=species:S:1:pos:R:3
N 2.91866 1.93903 0.43246
P 1.32503 2.25198 0.14373
C 0.29139 1.01661 1.17406
P -1.28192 1.94098 1.85472
O -1.79755 3.18520 0.71887
O -0.96754 2.64527 3.41950
O 0.86998 0.51112 2.46135
C 1.19169 -0.94622 2.48538
O 1.56283 -1.51826 3.63359
C 0.95969 -1.56551 0.97269
C 0.51550 -3.13506 0.79718
N 0.56252 -3.96012 2.06468
C 2.47609 -1.48228 0.33728
C 3.84441 -1.69997 1.19235
C 5.26592 -1.54640 0.46898
N 5.64337 -1.26215 -0.94304
C 4.36362 -1.11889 -1.69045
C 2.83234 -1.17442 -1.22114
C -0.16205 -0.42623 0.48775
Br -1.71032 -0.92844 1.71793
C -0.67310 -0.44309 -1.07023
C -2.21809 0.08065 -1.28181
C -3.32690 -1.13350 -1.44637
C -4.34300 -0.84969 -2.70301
S -6.14721 -1.22389 -2.36151
O -6.91396 0.13561 -2.17866
O -6.78611 -1.92461 -3.59274
Cl -6.49938 -2.41525 -0.68218
H 3.32239 2.82089 0.87096
H 1.01361 3.63120 0.53572
H 1.10079 2.16325 -1.27698
H -1.53438 4.09804 1.08337
H -1.66101 3.38688 3.53210
H -0.56881 -3.27389 0.33827
H 1.24951 -3.65179 0.01011
H 0.36962 -4.97029 1.88539
H -0.07802 -3.54926 2.78219
H 3.78431 -1.96695 2.33849
H 6.21353 -1.68598 1.18578
H 4.52487 -0.92529 -2.85996
H 1.96371 -0.99552 -1.99681
H -0.53496 -1.52869 -1.48466
H 0.01480 0.31570 -1.67569
H -2.59961 0.82895 -0.46512
H -2.24366 0.68226 -2.31050
H -3.89565 -1.21575 -0.40860
H -2.76808 -2.16060 -1.59262
H -3.94213 -1.49979 -3.61844
H -4.27089 0.26795 -3.04253
C 2.14326 6.06272 0.27144
O 1.11765 5.91118 0.91708
O 2.86101 7.06910 0.29991
O 2.62224 5.23323 -0.51031
```

Output
Gap between HOMO and LUMO in eV: 1.26
Total charge: -2
Largest force on an atom in eV/Å: 8.8



Question: Among the records above, which one has the highest gap between HOMO and LUMO?
Answer: C15H20O6S